An isolated ion of composition C14H24N3O3 and charge +1. Source: the Open Molecules 2025 dataset; level of theory: ωB97M-V/def2-TZVPD.

Geometry as ORCA input:
```
! RIJCOSX wB97M-V def2-TZVPD def2/J DEFGRID3
* xyz 1 1
C -3.80 -0.09 0.72
C -2.73 0.54 1.18
C -1.41 -0.17 1.41
C -0.28 0.51 0.72
N 0.40 1.57 1.13
O 0.22 2.33 2.23
C 0.40 1.63 3.49
C 1.58 0.69 3.52
N 1.34 1.97 0.27
C 1.26 1.12 -0.73
C 2.10 1.16 -1.95
C 2.00 2.51 -2.71
C 0.65 3.21 -2.61
N 0.26 0.20 -0.47
C -0.12 -0.91 -1.33
C 0.88 -2.07 -1.24
O 0.24 -3.28 -1.63
C -0.17 -4.09 -0.58
C -1.64 -4.38 -0.57
O 0.61 -4.51 0.22
H -4.75 0.42 0.63
H -3.74 -1.13 0.43
H -2.75 1.61 1.39
H -1.19 -0.28 2.47
H -1.49 -1.19 1.02
H 0.55 2.45 4.19
H -0.54 1.14 3.78
H 1.72 0.35 4.55
H 1.42 -0.22 2.93
H 2.49 1.18 3.15
H 1.77 0.37 -2.63
H 3.13 0.95 -1.68
H 2.21 2.30 -3.76
H 2.81 3.16 -2.36
H 0.51 3.72 -1.65
H -0.18 2.51 -2.77
H 0.57 3.96 -3.40
H -0.18 -0.54 -2.36
H -1.12 -1.26 -1.08
H 1.31 -2.16 -0.24
H 1.70 -1.91 -1.93
H -1.89 -5.08 -1.37
H -1.90 -4.83 0.38
H -2.24 -3.48 -0.74
*
```

Summary:
* SMILES string: C=CCc1n(OCC)nc(CCC)[n+]1CCOC(C)=O
* HOMO-LUMO gap: 0.4008 Eh

And the natural (NBO) charges, in e, turn out to be: -0.336 -0.209 -0.491 0.432 0.131 -0.300 -0.081 -0.658 -0.223 0.406 -0.462 -0.386 -0.622 -0.314 -0.251 -0.083 -0.536 0.798 -0.729 -0.527 0.228 0.192 0.222 0.259 0.243 0.229 0.180 0.253 0.203 0.238 0.223 0.261 0.222 0.223 0.218 0.193 0.238 0.239 0.235 0.203 0.208 0.266 0.250 0.218

=====

A 2-piece molecular cluster, C14H24N7O5 overall. Source: the Open Molecules 2025 dataset; level of theory: ωB97M-V/def2-TZVPD.

Geometry as ORCA input:
```
! RIJCOSX wB97M-V def2-TZVPD def2/J DEFGRID3
* xyz -1 1
O 2.58 1.98 -2.21
O -4.16 0.69 -2.55
O 0.97 -4.16 3.53
O -0.40 3.20 1.11
O -3.02 -0.18 -4.24
N 0.88 -1.46 0.27
N 0.20 -0.41 0.48
N 0.02 -1.70 2.32
C 1.50 2.54 -2.29
C -3.15 0.61 -3.28
C 1.47 -4.36 2.43
C -0.94 3.66 0.11
C 0.76 -2.24 1.40
N 1.40 -3.45 1.40
N -0.34 -0.55 1.71
N -1.73 4.73 0.26
N 0.54 2.33 -1.39
C 1.26 3.51 -3.43
C -1.23 0.43 2.33
C -2.53 5.40 -0.77
C 3.73 -5.44 2.19
C 1.85 -6.79 3.16
C -1.99 1.59 -3.02
C 2.22 -5.68 2.16
C -1.91 2.02 -1.55
C -0.76 3.01 -1.27
H 1.87 -3.69 0.53
H -1.79 5.08 1.20
H 0.76 1.64 -0.68
H 0.38 3.19 -3.99
H 1.12 4.51 -3.03
H 2.13 3.49 -4.09
H -1.85 -0.04 3.10
H -1.85 0.92 1.57
H -0.63 1.21 2.80
H -3.30 4.72 -1.15
H -3.03 6.27 -0.34
H -1.90 5.73 -1.59
H 4.27 -6.36 1.98
H 4.02 -4.69 1.45
H 4.04 -5.08 3.18
H 2.14 -6.51 4.18
H 2.36 -7.72 2.90
H 0.77 -6.97 3.15
H -1.05 1.12 -3.31
H -2.13 2.48 -3.64
H 1.94 -6.03 1.16
H -1.80 1.14 -0.92
H -2.85 2.51 -1.28
H -0.83 3.80 -2.01
*
```

Summary:
* HOMO-LUMO gap: 0.2451 Eh

And the natural (NBO) charges, in e, turn out to be: -0.652 -0.794 -0.587 -0.665 -0.774 -0.276 -0.016 -0.254 0.680 0.749 0.682 0.681 0.407 -0.615 -0.011 -0.612 -0.606 -0.717 -0.420 -0.419 -0.598 -0.595 -0.513 -0.303 -0.392 -0.134 0.419 0.400 0.434 0.234 0.211 0.236 0.223 0.243 0.229 0.214 0.207 0.196 0.209 0.208 0.214 0.220 0.201 0.220 0.209 0.187 0.205 0.216 0.214 0.206

=====

C14H24N8O3Yb as an isolated structure. Source: the Open Molecules 2025 dataset; level of theory: ωB97M-V/def2-TZVPD.

Geometry as ORCA input:
```
! RIJCOSX wB97M-V def2-TZVPD def2/J DEFGRID3
* xyz 1 2
Yb 0.02 0.62 -1.11
N 2.33 0.56 -2.37
C 2.40 1.99 -2.81
C 1.08 2.58 -2.34
O 0.85 2.40 -1.06
N 0.27 2.97 -3.25
C -1.15 3.11 -2.93
C -1.51 1.78 -2.29
O -1.84 1.70 -1.07
O -1.12 0.71 -2.86
H 3.19 0.32 -1.89
H 2.30 -0.03 -3.19
H 2.46 2.08 -3.88
H 3.25 2.50 -2.34
H -1.69 3.27 -3.86
H -1.37 3.92 -2.23
C 0.83 1.31 1.98
N 0.69 1.22 3.41
C -0.73 1.34 3.77
N -1.52 0.27 3.16
C -1.39 0.37 1.72
N 0.04 0.23 1.27
C 0.54 -1.08 1.80
N 0.42 -1.17 3.24
C 1.17 -0.08 3.86
C -1.00 -1.02 3.60
H 1.88 1.19 1.71
H 0.47 2.28 1.63
H -1.10 2.31 3.44
H -0.83 1.28 4.85
H -1.78 1.33 1.39
H -1.97 -0.44 1.26
H 1.59 -1.18 1.52
H -0.03 -1.89 1.34
H 2.23 -0.19 3.61
H 1.06 -0.15 4.94
H -1.09 -1.09 4.69
H -1.58 -1.82 3.15
C -2.38 -2.10 -1.73
C -0.95 -2.48 -1.75
N 0.09 -1.73 -1.40
C 1.22 -2.52 -1.58
C 0.86 -3.74 -2.03
N -0.51 -3.70 -2.13
H -2.50 -1.06 -1.45
H -2.93 -2.72 -1.02
H -2.83 -2.24 -2.71
H 2.21 -2.15 -1.35
H 1.43 -4.62 -2.27
H -1.10 -4.45 -2.46
*
```

Summary:
* <S²>: 0.751
* HOMO-LUMO gap (alpha / beta): 0.3439 / 0.3436 Eh

And the natural (NBO) charges, in e, turn out to be: 1.992 -0.870 -0.276 0.510 -0.856 -0.449 -0.344 0.733 -0.700 -0.721 0.394 0.399 0.232 0.217 0.241 0.231 -0.075 -0.448 -0.080 -0.448 -0.080 -0.594 -0.071 -0.453 -0.080 -0.079 0.206 0.227 0.209 0.214 0.232 0.203 0.202 0.208 0.204 0.214 0.215 0.201 -0.664 0.427 -0.626 -0.092 -0.060 -0.495 0.249 0.244 0.255 0.221 0.244 0.438

=====

A 4-piece molecular cluster, C14H24O7S overall. Source: the Open Molecules 2025 dataset; level of theory: ωB97M-V/def2-TZVPD.

Geometry as ORCA input:
```
! RIJCOSX wB97M-V def2-TZVPD def2/J DEFGRID3
* xyz 0 1
C -1.91 0.64 0.07
S -1.72 -1.14 -0.51
O -0.89 -0.93 -1.79
C -0.60 -1.71 0.83
H -2.32 1.11 -0.83
H -0.94 0.97 0.43
H -2.70 0.72 0.82
H 0.31 -1.14 0.70
H -0.46 -2.77 0.61
H -1.06 -1.55 1.81
O 1.78 1.11 0.03
C 2.87 1.28 0.47
O 3.69 0.24 0.92
C 4.99 0.65 1.34
C 4.93 2.20 1.33
C 3.58 2.60 0.74
H 5.84 0.39 0.71
H 5.28 0.32 2.34
H 5.78 2.64 0.82
H 4.97 2.64 2.32
H 3.75 3.22 -0.14
H 3.05 3.24 1.44
O -2.74 -4.04 -6.83
C -2.37 -4.03 -5.62
O -1.36 -4.86 -5.29
C -1.09 -4.90 -3.94
C -1.85 -3.77 -3.37
C -2.93 -3.30 -4.34
H -0.01 -4.78 -3.84
H -1.49 -5.87 -3.67
H -1.24 -2.93 -3.06
H -2.24 -4.08 -2.41
H -2.99 -2.22 -4.43
H -3.97 -3.45 -4.03
O -2.05 3.73 0.79
C -1.72 3.41 1.90
O -2.58 3.33 2.94
C -2.00 2.64 3.95
C -0.70 2.12 3.43
C -0.35 3.15 2.40
H -2.45 1.74 4.37
H -1.79 3.31 4.78
H -0.75 1.11 3.01
H 0.00 2.21 4.26
H 0.35 2.75 1.66
H 0.12 4.00 2.89
*
```

Summary:
* HOMO-LUMO gap: 0.3382 Eh

And the natural (NBO) charges, in e, turn out to be: -0.781 1.161 -0.973 -0.814 0.254 0.232 0.215 0.252 0.232 0.223 -0.547 0.810 -0.506 -0.070 -0.431 -0.540 0.186 0.190 0.216 0.208 0.250 0.238 -0.583 0.781 -0.478 -0.065 -0.472 -0.527 0.196 0.177 0.260 0.210 0.252 0.244 -0.539 0.783 -0.477 -0.075 -0.422 -0.543 0.190 0.169 0.209 0.219 0.251 0.237

=====

C14H25AlF4N3O as an isolated structure. Source: the Open Molecules 2025 dataset; level of theory: ωB97M-V/def2-TZVPD.

Geometry as ORCA input:
```
! RIJCOSX wB97M-V def2-TZVPD def2/J DEFGRID3
* xyz -1 1
C -0.64 1.75 -3.72
O -0.95 0.36 -3.84
C -0.16 -0.44 -2.93
C -0.95 -0.79 -1.57
C -0.30 0.15 -0.43
C -1.20 0.28 0.86
C -0.60 1.19 2.04
Al 0.85 2.52 1.48
C 2.57 2.14 2.61
F 2.64 0.71 2.82
F 2.60 2.85 3.83
C 3.86 2.48 1.73
F 4.06 1.54 0.70
F 3.75 3.76 1.17
H 0.43 2.01 -3.98
H -1.30 2.29 -4.48
H -0.87 2.20 -2.72
H 0.76 0.15 -2.64
H 0.21 -1.40 -3.40
H -0.90 -1.88 -1.30
H -2.03 -0.46 -1.63
H 0.76 -0.20 -0.22
H -0.28 1.19 -0.91
H -2.23 0.62 0.53
H -1.36 -0.80 1.24
H -1.47 1.75 2.53
H -0.15 0.53 2.84
H 1.31 2.44 -0.03
H 0.44 4.03 1.77
H 4.80 2.49 2.37
C 0.88 -4.33 -5.76
C 1.68 -3.48 -4.84
N 2.30 -2.81 -4.12
H 1.39 -4.42 -6.72
H 0.76 -5.33 -5.33
H -0.10 -3.89 -5.92
C 1.75 -2.64 3.05
C 0.38 -2.33 3.54
N -0.69 -2.07 3.91
H 1.95 -2.10 2.12
H 2.48 -2.35 3.80
H 1.84 -3.71 2.86
C -5.02 0.69 3.39
C -4.13 1.60 2.61
N -3.43 2.30 2.00
H -5.97 1.19 3.58
H -5.20 -0.22 2.82
H -4.55 0.44 4.34
*
```

Summary:
* HOMO-LUMO gap: 0.2515 Eh

And the natural (NBO) charges, in e, turn out to be: -0.259 -0.563 -0.073 -0.439 -0.397 -0.405 -0.974 1.029 0.265 -0.409 -0.377 0.513 -0.352 -0.350 0.170 0.176 0.187 0.183 0.178 0.188 0.206 0.199 0.213 0.189 0.171 0.229 0.207 -0.414 -0.410 0.111 -0.711 0.279 -0.318 0.247 0.248 0.257 -0.715 0.304 -0.351 0.273 0.254 0.235 -0.707 0.283 -0.312 0.237 0.249 0.254

=====

Copy entry 5 word for word.
C14H25AlF4N3O as an isolated structure. Source: the Open Molecules 2025 dataset; level of theory: ωB97M-V/def2-TZVPD.

Geometry as ORCA input:
```
! RIJCOSX wB97M-V def2-TZVPD def2/J DEFGRID3
* xyz -1 1
C -0.64 1.75 -3.72
O -0.95 0.36 -3.84
C -0.16 -0.44 -2.93
C -0.95 -0.79 -1.57
C -0.30 0.15 -0.43
C -1.20 0.28 0.86
C -0.60 1.19 2.04
Al 0.85 2.52 1.48
C 2.57 2.14 2.61
F 2.64 0.71 2.82
F 2.60 2.85 3.83
C 3.86 2.48 1.73
F 4.06 1.54 0.70
F 3.75 3.76 1.17
H 0.43 2.01 -3.98
H -1.30 2.29 -4.48
H -0.87 2.20 -2.72
H 0.76 0.15 -2.64
H 0.21 -1.40 -3.40
H -0.90 -1.88 -1.30
H -2.03 -0.46 -1.63
H 0.76 -0.20 -0.22
H -0.28 1.19 -0.91
H -2.23 0.62 0.53
H -1.36 -0.80 1.24
H -1.47 1.75 2.53
H -0.15 0.53 2.84
H 1.31 2.44 -0.03
H 0.44 4.03 1.77
H 4.80 2.49 2.37
C 0.88 -4.33 -5.76
C 1.68 -3.48 -4.84
N 2.30 -2.81 -4.12
H 1.39 -4.42 -6.72
H 0.76 -5.33 -5.33
H -0.10 -3.89 -5.92
C 1.75 -2.64 3.05
C 0.38 -2.33 3.54
N -0.69 -2.07 3.91
H 1.95 -2.10 2.12
H 2.48 -2.35 3.80
H 1.84 -3.71 2.86
C -5.02 0.69 3.39
C -4.13 1.60 2.61
N -3.43 2.30 2.00
H -5.97 1.19 3.58
H -5.20 -0.22 2.82
H -4.55 0.44 4.34
*
```

Summary:
* HOMO-LUMO gap: 0.2515 Eh

And the natural (NBO) charges, in e, turn out to be: -0.259 -0.563 -0.073 -0.439 -0.397 -0.405 -0.974 1.029 0.265 -0.409 -0.377 0.513 -0.352 -0.350 0.170 0.176 0.187 0.183 0.178 0.188 0.206 0.199 0.213 0.189 0.171 0.229 0.207 -0.414 -0.410 0.111 -0.711 0.279 -0.318 0.247 0.248 0.257 -0.715 0.304 -0.351 0.273 0.254 0.235 -0.707 0.283 -0.312 0.237 0.249 0.254